No. 1
{"formula": "C38H36N4O4OsPS", "method": "ωB97M-V with the def2-TZVPD basis set", "elements": ["Os", "C", "C", "C", "C", "N", "C", "C", "C", "C", "C", "C", "N", "H", "H", "H", "H", "H", "H", "H", "H", "O", "S", "O", "O", "C", "C", "C", "C", "C", "C", "P", "C", "C", "C", "C", "C", "C", "C", "C", "C", "C", "C", "C", "H", "H", "H", "H", "H", "H", "H", "H", "H", "H", "H", "H", "H", "H", "C", "C", "N", "C", "C", "C", "O", "C", "C", "C", "C", "N", "C", "H", "H", "H", "H", "H", "H", "H", "H", "H", "H", "H", "H", "H", "H"], "positions_angstrom": [[0.027, -0.040, -0.868], [4.249, -0.356, -1.784], [4.890, -0.543, -0.568], [4.126, -0.532, 0.587], [2.758, -0.312, 0.511], [2.139, -0.169, -0.672], [2.879, -0.196, -1.793], [1.906, -0.218, 1.694], [2.392, -0.045, 2.983], [1.494, -0.005, 4.038], [0.138, -0.126, 3.777], [-0.275, -0.247, 2.461], [0.590, -0.297, 1.453], [4.803, -0.342, -2.711], [5.960, -0.688, -0.519], [4.590, -0.706, 1.546], [2.350, -0.066, -2.730], [3.448, 0.068, 3.171], [1.853, 0.121, 5.051], [-0.596, -0.121, 4.571], [-1.324, -0.291, 2.199], [-3.946, 0.306, -0.515], [-2.661, 0.841, -0.780], [-1.745, 0.961, 0.387], [-1.839, 0.021, -1.764], [-2.712, 2.456, -1.494], [-3.912, 3.041, -1.846], [-3.894, 4.310, -2.412], [-2.686, 4.962, -2.614], [-1.483, 4.359, -2.267], [-1.485, 3.093, -1.687], [0.100, 2.341, -1.188], [0.588, 3.101, 0.378], [-0.331, 3.803, 1.154], [0.082, 4.393, 2.339], [1.391, 4.250, 2.773], [2.307, 3.537, 2.009], [1.907, 2.958, 0.816], [1.251, 2.894, -2.468], [2.205, 3.890, -2.269], [2.983, 4.317, -3.336], [2.819, 3.755, -4.595], [1.871, 2.758, -4.795], [1.093, 2.325, -3.737], [-4.836, 2.505, -1.680], [-4.824, 4.778, -2.703], [-2.672, 5.952, -3.049], [-0.545, 4.873, -2.436], [-1.356, 3.905, 0.825], [-0.620, 4.978, 2.917], [1.702, 4.699, 3.706], [3.334, 3.445, 2.337], [2.626, 2.420, 0.208], [2.321, 4.354, -1.299], [3.711, 5.101, -3.185], [3.425, 4.099, -5.421], [1.743, 2.327, -5.779], [0.338, 1.559, -3.889], [-1.338, -6.091, 3.664], [-2.438, -6.090, 2.582], [-2.255, -5.068, 1.575], [-3.158, -3.943, 1.565], [-3.030, -3.087, 2.835], [-1.238, -5.277, 0.632], [-0.582, -6.290, 0.654], [-0.963, -4.266, -0.452], [-0.941, -4.740, -1.764], [-0.548, -3.889, -2.779], [-0.158, -2.603, -2.455], [-0.136, -2.152, -1.195], [-0.540, -2.966, -0.208], [-1.551, -6.888, 4.372], [-1.329, -5.143, 4.201], [-0.362, -6.275, 3.222], [-3.421, -5.967, 3.031], [-2.379, -7.062, 2.079], [-4.181, -4.332, 1.513], [-2.984, -3.345, 0.674], [-3.418, -3.608, 3.708], [-3.612, -2.177, 2.701], [-1.989, -2.824, 3.023], [-1.219, -5.765, -1.972], [-0.532, -4.222, -3.806], [0.152, -1.915, -3.232], [-0.496, -2.570, 0.798]], "forces_ev_per_a": [[-2.21, 0.02, 4.39], [-0.03, -0.08, 0.04], [-0.14, 0.05, -0.03], [-0.12, 0.04, -0.06], [0.37, -0.10, 0.50], [-0.68, 0.44, -0.89], [0.06, 0.12, -0.36], [0.37, -0.05, 0.14], [-0.24, -0.13, -0.15], [-0.08, -0.01, 0.00], [0.18, -0.06, -0.14], [-0.76, -0.02, 0.03], [-0.22, 0.26, -2.26], [-0.06, -0.03, -0.06], [0.02, -0.03, 0.00], [0.00, 0.04, 0.05], [-0.02, 0.08, -0.01], [0.04, -0.04, -0.07], [-0.01, 0.00, 0.02], [-0.05, 0.03, -0.03], [0.05, -0.06, 0.09], [0.54, 0.18, -0.07], [-2.16, 1.07, -0.93], [2.35, -0.74, -0.34], [1.38, -1.07, -0.12], [0.08, -0.39, 0.22], [-0.12, -0.28, 0.09], [0.12, 0.07, -0.05], [-0.16, 0.06, 0.00], [0.21, -0.30, 0.20], [0.00, -0.31, -0.07], [1.36, 1.58, 0.14], [-0.09, -0.24, -0.16], [-0.03, 0.05, -0.06], [-0.11, 0.02, 0.01], [0.01, 0.01, 0.01], [0.01, -0.10, -0.05], [0.08, -0.03, 0.01], [-0.05, -0.39, 0.06], [-0.11, 0.03, 0.13], [0.05, 0.04, 0.00], [-0.03, -0.01, 0.08], [0.02, -0.11, -0.10], [-0.04, -0.06, 0.10], [-0.06, 0.04, -0.02], [-0.01, 0.03, 0.02], [-0.01, -0.01, -0.03], [-0.02, 0.05, -0.05], [-0.03, 0.07, 0.02], [-0.03, -0.05, 0.04], [0.01, 0.06, -0.01], [0.01, 0.01, 0.00], [0.05, 0.05, -0.01], [0.03, 0.04, -0.01], [0.01, 0.01, 0.01], [0.00, 0.01, -0.03], [-0.03, -0.01, -0.01], [-0.06, 0.01, -0.14], [-0.55, 0.15, -0.27], [0.83, -0.86, 0.42], [1.69, 0.51, -1.92], [-0.27, 0.07, 0.61], [-0.15, -0.01, -0.49], [-2.03, -0.09, 2.17], [0.58, -0.10, -0.52], [0.21, 0.21, -0.08], [-0.01, 0.08, 0.21], [0.14, 0.24, -0.03], [-0.04, -0.22, -0.54], [0.22, 0.30, -0.11], [-0.07, -0.62, 0.43], [0.05, -0.02, 0.08], [0.06, 0.04, 0.09], [0.01, 0.00, -0.03], [-0.07, 0.00, -0.09], [-0.30, 0.11, 0.07], [0.05, 0.15, -0.15], [-0.06, 0.04, -0.09], [0.06, -0.01, 0.02], [-0.10, 0.12, 0.11], [0.13, 0.01, 0.04], [-0.01, -0.01, 0.05], [0.02, 0.08, -0.04], [-0.02, 0.05, -0.04], [-0.06, -0.08, 0.00]], "charge": 3, "multiplicity": 1, "gap_ha": [0.132, 0.120], "lumo_energy_ev": [-11.8, -12.1]}



No. 2
{"formula": "C2H5FS", "method": "ωB97M-V with the def2-TZVPD basis set", "elements": ["C", "C", "F", "S", "H", "H", "H", "H", "H"], "positions_angstrom": [[0.493, 0.443, -0.064], [-0.915, -0.100, -0.034], [-1.747, 0.636, 0.779], [-1.003, -1.871, 0.473], [0.888, 0.368, 0.936], [0.265, 1.573, -0.276], [1.264, -0.097, -0.765], [-1.632, -0.186, -1.656], [-1.124, -1.405, 1.731]], "forces_ev_per_a": [[-0.35, 1.67, -1.57], [-1.47, -1.86, -3.19], [0.77, -0.28, -0.86], [-0.25, 1.17, 0.12], [0.17, 0.02, 0.54], [1.28, -1.89, 0.03], [-2.00, 1.24, 1.08], [1.76, 0.47, 3.75], [0.10, -0.55, 0.10]], "multiplicity": 1, "de_lowest_kcal_mol": 63.0, "gap_ha": 0.355, "lumo_energy_ev": 0.3}



No. 3
{"formula": "C6H6N4O2", "method": "ωB97M-V with the def2-TZVPD basis set", "elements": ["C", "C", "C", "C", "C", "C", "N", "N", "N", "N", "O", "O", "H", "H", "H", "H", "H", "H"], "positions_angstrom": [[-2.721, 1.237, -1.346], [-2.531, 0.874, -0.020], [-0.836, 0.386, -1.275], [1.166, -0.022, -0.595], [0.791, -0.406, 0.637], [1.708, -0.855, 1.654], [-1.672, 0.907, -2.095], [-1.233, 0.465, 0.020], [-0.402, 0.033, 1.058], [2.191, -0.464, -1.457], [2.039, -0.474, -2.660], [3.247, -0.832, -0.901], [-3.643, 1.379, -1.754], [-3.165, 1.073, 0.944], [2.756, -0.556, 1.425], [1.748, -1.960, 1.792], [1.374, -0.460, 2.663], [-0.817, -0.323, 1.909]], "forces_ev_per_a": [[-0.04, -1.43, 2.62], [-1.66, 1.74, 2.44], [5.38, -0.41, 2.19], [-4.72, 0.35, -2.91], [1.27, 1.37, -0.78], [1.50, -1.25, 2.67], [1.65, -0.38, -1.52], [-0.19, -1.04, 0.43], [-1.70, 0.38, -0.71], [1.42, -0.74, 0.11], [-0.35, 0.25, 0.50], [-0.96, 0.40, -0.17], [-2.25, 1.04, -1.15], [1.39, -0.57, -2.23], [-0.93, -0.08, 0.26], [-0.19, 0.60, -0.37], [0.57, -0.26, -1.08], [-0.20, 0.02, -0.31]], "multiplicity": 1, "de_lowest_kcal_mol": 197.2, "gap_ha": 0.325, "lumo_energy_ev": -0.4}



No. 4
{"formula": "C37H40BaBrN4O2P2", "method": "ωB97M-V with the def2-TZVPD basis set", "elements": ["Ba", "C", "C", "N", "C", "C", "N", "C", "C", "N", "H", "H", "H", "H", "H", "H", "H", "H", "H", "H", "H", "H", "H", "H", "H", "N", "P", "C", "C", "C", "C", "C", "C", "C", "C", "C", "C", "C", "C", "P", "C", "C", "C", "C", "C", "C", "C", "C", "C", "C", "C", "C", "H", "H", "H", "H", "H", "H", "H", "H", "H", "H", "H", "H", "H", "H", "H", "H", "H", "H", "H", "H", "H", "Br", "C", "C", "C", "C", "C", "C", "C", "O", "O", "H", "H", "H", "H"], "positions_angstrom": [[0.562, -0.358, -0.368], [-2.819, -1.251, -1.220], [-3.209, 0.143, -0.741], [-2.020, 0.973, -0.456], [-2.057, 1.667, 0.848], [-1.927, 0.728, 2.055], [-0.884, -0.312, 1.892], [-1.347, -1.701, 2.126], [-2.310, -2.167, 1.037], [-1.815, -1.845, -0.321], [-2.377, -1.179, -2.217], [-3.723, -1.862, -1.302], [-3.806, 0.065, 0.169], [-3.854, 0.610, -1.487], [-1.933, 1.682, -1.175], [-2.978, 2.248, 0.981], [-1.234, 2.378, 0.862], [-2.885, 0.246, 2.255], [-1.715, 1.363, 2.916], [-0.124, -0.138, 2.549], [-1.835, -1.811, 3.100], [-0.466, -2.340, 2.116], [-3.284, -1.698, 1.176], [-2.472, -3.238, 1.157], [-1.459, -2.692, -0.755], [2.447, 1.714, 1.685], [3.280, 0.519, 0.738], [4.939, 1.237, 0.501], [5.792, 1.486, 1.580], [7.004, 2.130, 1.381], [7.377, 2.526, 0.097], [6.545, 2.270, -0.982], [5.327, 1.628, -0.778], [3.625, -0.763, 1.996], [2.909, -0.848, 3.186], [3.064, -1.950, 4.023], [3.924, -2.979, 3.668], [4.653, -2.895, 2.486], [4.506, -1.792, 1.658], [1.639, 2.912, 0.720], [2.926, 4.194, 0.545], [3.413, 4.493, -0.723], [4.444, 5.413, -0.886], [4.994, 6.034, 0.224], [4.508, 5.746, 1.497], [3.475, 4.836, 1.656], [0.578, 3.706, 1.980], [0.414, 3.200, 3.265], [-0.443, 3.829, 4.168], [-1.143, 4.964, 3.788], [-0.987, 5.475, 2.500], [-0.137, 4.847, 1.603], [3.047, 2.129, 2.394], [5.515, 1.160, 2.578], [7.663, 2.318, 2.221], [8.324, 3.030, -0.058], [6.841, 2.569, -1.982], [4.674, 1.429, -1.622], [2.232, -0.048, 3.465], [2.506, -2.008, 4.950], [4.029, -3.847, 4.309], [5.328, -3.695, 2.207], [5.077, -1.734, 0.735], [2.986, 4.002, -1.592], [4.815, 5.643, -1.877], [5.798, 6.750, 0.101], [4.930, 6.241, 2.363], [3.087, 4.637, 2.651], [0.965, 2.317, 3.572], [-0.559, 3.430, 5.169], [-1.804, 5.457, 4.492], [-1.528, 6.366, 2.201], [-0.018, 5.254, 0.603], [4.594, -8.171, -0.412], [3.715, -6.503, -0.396], [2.489, -6.386, 0.241], [1.850, -5.154, 0.249], [2.421, -4.064, -0.397], [3.644, -4.200, -1.035], [4.305, -5.419, -1.027], [1.715, -2.748, -0.392], [1.469, -2.171, -1.504], [1.370, -2.249, 0.728], [2.046, -7.244, 0.729], [0.903, -5.040, 0.766], [4.087, -3.350, -1.546], [5.266, -5.530, -1.512]], "forces_ev_per_a": [[-1.75, 3.77, -1.01], [0.16, 0.10, 0.26], [0.18, 0.03, 0.14], [-0.32, 0.18, 0.11], [-0.01, -0.25, -0.11], [0.04, -0.13, -0.24], [-0.33, -0.07, 0.83], [0.01, 0.24, -0.18], [0.09, 0.23, -0.18], [-0.27, -0.50, -0.01], [0.02, -0.06, 0.00], [-0.05, -0.05, -0.06], [-0.01, 0.03, -0.03], [-0.02, 0.02, -0.02], [-0.06, 0.03, 0.02], [-0.01, 0.03, -0.02], [0.04, 0.01, -0.04], [0.00, -0.05, 0.01], [-0.02, -0.04, 0.09], [-0.18, 0.04, -0.02], [-0.04, 0.00, 0.05], [0.07, 0.04, 0.05], [-0.05, 0.01, -0.01], [-0.03, -0.10, 0.00], [-0.09, 0.03, 0.05], [0.00, -0.01, -0.55], [1.15, 0.31, 0.72], [0.06, 0.07, -0.05], [0.06, 0.02, -0.07], [-0.05, -0.02, -0.06], [-0.02, -0.01, 0.06], [-0.04, -0.04, 0.01], [0.07, -0.01, 0.00], [-0.11, -0.02, 0.00], [0.07, -0.08, 0.05], [0.01, 0.05, -0.08], [-0.01, 0.03, -0.03], [-0.03, 0.05, -0.01], [-0.02, 0.03, 0.01], [0.22, -0.02, 0.35], [-0.02, 0.09, -0.18], [0.02, 0.04, -0.03], [-0.06, -0.04, 0.00], [-0.01, -0.01, 0.06], [-0.03, -0.03, -0.05], [0.06, 0.05, 0.00], [-0.02, -0.02, 0.05], [-0.06, 0.06, 0.09], [0.04, -0.03, -0.08], [0.00, 0.02, -0.05], [0.02, -0.03, 0.02], [0.00, 0.01, 0.05], [-0.07, -0.07, 0.24], [0.00, 0.01, -0.02], [-0.06, -0.01, -0.07], [-0.05, -0.04, 0.01], [-0.04, -0.03, 0.10], [0.01, 0.02, 0.02], [-0.02, -0.03, 0.00], [0.01, 0.02, -0.02], [0.00, 0.07, -0.04], [-0.04, 0.06, 0.00], [-0.03, -0.02, 0.04], [0.02, 0.01, 0.02], [-0.02, -0.02, 0.03], [-0.05, -0.04, 0.01], [0.00, -0.01, -0.01], [0.01, 0.00, -0.03], [-0.04, 0.02, 0.00], [0.02, 0.02, -0.05], [0.04, -0.04, -0.06], [0.05, -0.08, 0.02], [0.00, 0.00, 0.04], [0.05, -0.08, 0.02], [-0.05, 0.03, 0.01], [-0.04, 0.12, -0.01], [0.07, -0.03, 0.14], [-0.08, -0.01, 0.08], [0.10, 0.00, -0.20], [-0.01, 0.07, 0.01], [0.13, -0.45, -0.10], [0.89, -1.70, -0.13], [0.49, -1.74, 0.09], [0.01, 0.03, -0.02], [0.08, 0.00, -0.04], [-0.07, -0.07, 0.03], [-0.02, 0.00, 0.00]], "charge": 1, "multiplicity": 1, "gap_ha": 0.320, "lumo_energy_ev": -2.1}



No. 5
{"formula": "C9H14N2PTc", "method": "ωB97M-V with the def2-TZVPD basis set", "elements": ["C", "C", "C", "C", "C", "Tc", "P", "H", "H", "H", "H", "H", "H", "H", "H", "C", "C", "N", "C", "C", "N", "H", "H", "H", "H", "H", "H"], "positions_angstrom": [[0.374, -0.167, -2.590], [-0.720, -0.890, -3.151], [-0.402, -2.269, -3.073], [0.891, -2.373, -2.460], [1.387, -1.103, -2.162], [1.163, 1.641, 0.513], [-0.205, 3.101, -0.507], [0.493, 0.894, -2.451], [-1.648, -0.401, -3.429], [-1.055, -3.048, -3.394], [2.327, -0.911, -1.660], [1.440, -3.315, -2.440], [-1.486, 3.343, 0.120], [-0.698, 3.121, -1.882], [0.285, 4.470, -0.510], [0.019, 1.627, 2.992], [-0.096, 0.271, 2.448], [0.316, -0.061, 1.245], [0.058, -1.458, 1.052], [-0.505, -1.903, 2.203], [-0.593, -0.822, 3.067], [-0.958, 2.133, 2.922], [0.268, 1.524, 4.059], [0.840, 2.220, 2.457], [0.311, -1.953, 0.132], [-0.846, -2.892, 2.490], [-0.959, -0.781, 4.008]], "forces_ev_per_a": [[-0.04, -0.93, 0.07], [0.39, -0.48, 0.57], [-1.15, 2.95, -0.24], [1.94, 0.47, 0.16], [-0.70, -1.84, -0.11], [1.40, -0.02, -1.15], [-1.43, 1.19, -0.80], [-0.29, 0.23, -0.20], [0.16, -0.40, -0.26], [-0.12, -0.52, -0.12], [-0.04, 0.16, -0.30], [-0.09, 0.34, 0.38], [0.69, -0.03, -0.34], [0.42, -0.22, 0.92], [-0.22, -0.77, 0.06], [-0.09, 0.61, 0.85], [-0.01, -1.72, -0.15], [-0.51, -1.33, -0.53], [-0.02, 1.68, 0.74], [-0.04, -0.15, 0.01], [0.05, 0.68, -0.02], [0.51, 0.13, -0.05], [0.13, 0.45, -0.29], [-1.03, -0.35, 1.07], [-0.01, 0.00, -0.04], [0.12, 0.30, -0.08], [-0.02, -0.41, -0.16]], "s2": 3.7833, "charge": 1, "multiplicity": 4, "de_lowest_kcal_mol": 71.5, "gap_ha": [0.259, 0.236], "lumo_energy_ev": [-4.0, -4.5]}